This record from OMol25 describes a cluster of 2 separate species, C4H9NO in total. The level of theory is ωB97M-V/def2-TZVPD.

The HOMO energy is -0.3096 hartree. The calculation puts the orbital gap at 9.46 eV. The LUMO energy comes out at 1.04 eV. The energy above the lowest of the compared OMol25 structures with the same formula, charge and spin is 71.8 kcal/mol.

Positions of all 15 atoms, in Å:
1 C 3.000 -0.095 0.535
2 C 2.446 0.928 -0.113
3 C -0.589 0.422 -0.262
4 O -0.252 -0.697 0.400
5 N -1.908 0.407 -0.477
6 C -2.905 -0.580 -0.066
7 H 0.714 -0.660 0.497
8 H 3.390 -0.962 0.007
9 H 3.151 -0.074 1.612
10 H 2.100 1.819 0.401
11 H 2.339 0.935 -1.194
12 H -2.243 1.223 -0.965
13 H -3.544 -0.845 -0.908
14 H -2.424 -1.487 0.291
15 H -3.552 -0.211 0.734

---

This record from OMol25 describes a cluster of 2 separate species, C4H9N2O in total. The level of theory is ωB97M-V/def2-TZVPD.

The HOMO energy is -0.5335 hartree. The calculation puts the orbital gap at 10.01 eV. The LUMO energy comes out at -4.51 eV. As for the charge: +1. The energy above the lowest of the compared OMol25 structures with the same formula, charge and spin is 72.1 kcal/mol.

Positions of all 16 atoms, in Å:
1 C 0.667 2.055 -0.381
2 C 0.866 0.893 0.333
3 C -2.236 -0.563 0.120
4 C 0.917 -0.415 -0.385
5 N -1.128 -0.957 -0.342
6 N 1.496 -1.477 0.187
7 O -2.747 0.620 0.270
8 H 0.384 2.965 -0.002
9 H 0.638 2.009 -1.444
10 H 0.890 0.957 1.374
11 H -2.872 -1.340 0.456
12 H 1.160 -0.398 -1.446
13 H -1.180 -2.013 -0.540
14 H 1.547 -1.493 1.152
15 H 1.951 -2.186 -0.297
16 H -2.151 1.436 -0.080

---

This record from OMol25 describes a cluster of 2 separate species, C4H13N2O2 in total. The level of theory is ωB97M-V/def2-TZVPD.

The HOMO energy is -0.5269 hartree. The calculation puts the orbital gap at 10.83 eV. The LUMO energy comes out at -3.51 eV. As for the charge: +1. The energy above the lowest of the compared OMol25 structures with the same formula, charge and spin is 47.3 kcal/mol.

Positions of all 21 atoms, in Å:
1 O -0.882 2.272 -1.056
2 C -0.134 1.678 -0.312
3 N 0.769 2.141 0.576
4 C -0.527 0.186 -0.069
5 N -2.071 0.242 -0.035
6 C 0.806 -1.835 -0.913
7 C -0.080 -0.660 -1.330
8 H 1.388 1.484 1.007
9 H 0.991 3.143 0.569
10 H -0.099 -0.163 0.893
11 H -2.311 0.854 0.741
12 H -2.546 -0.655 0.088
13 H -2.544 0.608 -0.884
14 H 1.455 -2.366 -1.649
15 H 0.144 -2.651 -0.544
16 H 1.356 -1.623 0.001
17 H 0.498 0.006 -1.967
18 H -0.802 -1.044 -2.047
19 H 2.300 -0.553 2.625
20 H 0.718 -0.441 2.355
21 O 1.570 -0.624 1.953

---

This record from OMol25 describes a cluster of 3 separate species, C18H26F18NO7P in total. The level of theory is ωB97M-V/def2-TZVPD.

The HOMO energy is -0.3565 hartree. The calculation puts the orbital gap at 9.94 eV. The LUMO energy comes out at 0.24 eV. Its structure (SMILES) is CC[C@H](F)[C@H](COC)O[C@H](CNF)P(=O)(O)O.FC(F)C(F)(F)COC(F)(F)C(F)F.FC(F)C(F)(F)COC(F)(F)C(F)F.

Positions of all 71 atoms, in Å:
1 C -2.765 1.699 0.646
2 C -2.439 1.500 2.123
3 C -1.137 0.804 2.339
4 F -0.229 1.320 1.443
5 C -1.215 -0.713 2.277
6 C -0.054 -1.356 1.575
7 O 0.004 -1.005 0.217
8 C 1.311 -0.567 -0.092
9 O -2.408 -1.079 1.597
10 C -2.943 -2.296 1.971
11 C -3.978 -2.732 0.883
12 N -3.999 -1.808 -0.229
13 F -5.275 -1.208 -0.272
14 P -3.697 -2.284 3.651
15 O -3.074 -3.294 4.456
16 O -3.470 -0.836 4.277
17 O -5.277 -2.462 3.589
18 H -2.687 2.716 0.336
19 H -3.758 1.354 0.475
20 H -2.128 1.099 0.047
21 H -2.374 2.459 2.591
22 H -3.239 0.992 2.602
23 H -0.767 1.065 3.308
24 H -1.190 -1.059 3.290
25 H 0.843 -1.150 2.130
26 H -0.199 -2.421 1.625
27 H 1.567 0.260 0.518
28 H 2.030 -1.333 0.134
29 H 1.387 -0.337 -1.131
30 H -2.197 -3.059 1.997
31 H -4.972 -2.725 1.272
32 H -3.732 -3.700 0.503
33 H -3.874 -2.288 -1.105
34 H -3.757 -0.908 5.192
35 H -5.679 -1.596 3.485
36 F -2.761 -0.937 -5.324
37 C -2.227 -2.003 -5.957
38 F -3.178 -2.966 -6.037
39 C -1.025 -2.563 -5.197
40 F -1.423 -3.098 -4.023
41 F -0.542 -3.583 -5.961
42 C 0.154 -1.612 -4.951
43 O 0.195 -0.946 -3.711
44 C -0.534 0.195 -3.529
45 F -0.977 0.680 -4.707
46 F 0.296 1.117 -3.002
47 C -1.673 -0.019 -2.536
48 F -2.455 -1.059 -2.910
49 F -2.451 1.086 -2.500
50 H -1.936 -1.713 -6.970
51 H 1.036 -2.247 -4.940
52 H 0.290 -0.919 -5.780
53 H -1.279 -0.221 -1.537
54 F 6.622 1.787 2.246
55 C 5.517 1.061 2.515
56 F 5.830 -0.251 2.382
57 C 4.380 1.394 1.550
58 F 4.689 0.989 0.301
59 F 3.310 0.653 1.959
60 C 3.901 2.851 1.508
61 O 4.448 3.679 0.508
62 C 5.663 4.266 0.706
63 F 6.042 4.182 1.995
64 F 5.529 5.573 0.407
65 C 6.723 3.693 -0.234
66 F 6.788 2.352 -0.122
67 F 7.927 4.208 0.100
68 H 5.206 1.244 3.548
69 H 2.843 2.800 1.260
70 H 3.959 3.321 2.490
71 H 6.486 3.955 -1.268